Record 1
Molecular formula: C22H15Cl3MnN6O3
Method: DFT, ωB97M-V/def2-TZVPD

```
! wB97M-V def2-TZVPD RIJCOSX def2/J DEFGRID3
* xyz 1 5
Mn 0.2322 -0.2061 -0.2649
C 0.0462 -3.4260 -0.5979
C -0.2951 -2.9596 0.7811
C -0.6733 -3.8595 1.7736
C -0.9805 -3.4094 3.0376
C -0.9176 -2.0489 3.3139
C -0.5482 -1.1928 2.3105
N -0.2369 -1.6472 1.0674
C -0.4665 0.2742 2.4722
C -0.7665 1.0050 3.6044
C -0.6619 2.3872 3.5380
C -0.2951 3.0134 2.3542
C -0.0205 2.2202 1.2575
N -0.0875 0.8987 1.3623
C 0.3109 2.6730 -0.1126
C 0.3593 3.9925 -0.4766
C 0.6361 4.3066 -1.8018
C 0.8499 3.2910 -2.7035
C 0.7914 1.9580 -2.2980
C 0.9873 0.8635 -3.2980
N 0.5296 1.6707 -1.0085
H 0.0512 -4.5120 -0.6378
H 1.0229 -3.0549 -0.9024
H -0.6854 -3.0511 -1.3139
H -0.7150 -4.9118 1.5318
H -1.2683 -4.1080 3.8118
H -1.1474 -1.6706 4.2992
H -1.0704 0.5195 4.5200
H -0.8816 2.9835 4.4135
H -0.2322 4.0900 2.2967
H 0.1793 4.7683 0.2531
H 0.6770 5.3400 -2.1197
H 1.0668 3.5055 -3.7400
H 1.4156 1.2705 -4.2105
H 0.0241 0.4081 -3.5359
H 1.6346 0.0782 -2.9182
O 1.8937 -0.9318 -0.9091
N 3.1935 -0.7341 -0.9773
C 3.7993 -0.4529 0.1199
C 3.1086 -0.3301 1.3854
N 2.5278 -0.2314 2.3712
C 5.2246 -0.2533 0.0703
N 6.3573 -0.0692 0.0679
Cl -4.3345 1.1970 -2.0488
C -3.4403 -0.3207 -2.1245
Cl -3.0950 -0.7205 -3.8013
Cl -4.3813 -1.6309 -1.3737
C -2.1421 -0.2054 -1.2865
O -1.0967 -0.7627 -1.7569
O -2.1655 0.3814 -0.2053
*
```

Calculated values
Total energy in Eh: -3933.01564
<S²>: 6.050
Largest force on an atom in eV/A: 0.51
Gap between HOMO and LUMO (spin up / spin down) in eV: 7.527 / 8.189
LUMO (spin up / spin down) in eV: -4.98 / -4.44
Highest occupied orbital energy (spin up / spin down) in eV: -12.509 / -12.629

Record 2
Molecular formula: C4H10OS2
Method: DFT, ωB97M-V/def2-TZVPD

```
! wB97M-V def2-TZVPD RIJCOSX def2/J DEFGRID3
* xyz 0 1
C 1.8757 -0.4123 -1.7146
C 1.4836 1.0349 -1.6631
C 1.4580 1.7804 -2.7579
O 1.3344 3.1425 -2.6956
H 1.1115 -1.1081 -1.3706
H 2.1961 -0.7005 -2.7155
H 2.7411 -0.5511 -1.0598
H 1.1262 1.4435 -0.7241
H 1.5384 1.3438 -3.7488
H 1.2071 3.5051 -3.5750
C 0.1446 -0.8668 2.8422
S -0.6255 -0.5782 1.2281
S -2.4716 -1.4389 1.5091
H -0.6128 -0.7885 3.6156
H 0.8782 -0.0837 3.0213
H 0.6155 -1.8433 2.8905
H -2.1777 -2.6602 1.0329
*
```

Calculated values
Total energy in Eh: -1029.98012
Largest force on an atom in eV/A: 0.78
Gap between HOMO and LUMO in eV: 9.096
LUMO in eV: 0.64
Structure (SMILES): C/C=C/O.CSS
Highest occupied orbital energy in eV: -8.453

Record 3
Molecular formula: C16H47N4O5
Method: DFT, ωB97M-V/def2-TZVPD

```
! wB97M-V def2-TZVPD RIJCOSX def2/J DEFGRID3
* xyz 2 2
O -19.4573 9.5483 -11.6347
H -18.6146 9.0900 -11.6738
H -20.1947 8.9376 -11.7038
H -19.5932 10.1750 -10.9203
C -20.0479 13.1719 -11.9916
C -20.1752 13.0016 -10.4737
C -21.5898 13.0946 -9.7274
O -22.3961 13.9946 -10.4581
C -23.5503 14.4985 -9.7294
N -19.4251 11.8095 -10.0784
H -20.6420 12.4865 -12.5960
H -19.0286 12.8942 -12.2601
H -20.1522 14.2114 -12.3022
H -19.5379 13.7875 -10.0683
H -21.4457 13.2570 -8.6593
H -21.8907 12.0711 -9.9512
H -23.9331 13.7157 -9.0747
H -24.2639 14.9012 -10.4482
H -23.3315 15.3262 -9.0547
H -18.4761 12.1552 -10.0680
H -19.5598 11.6883 -9.0847
C -15.9697 8.9258 -12.9306
C -16.1888 9.1896 -11.4960
C -16.4875 10.6852 -11.4552
O -16.6224 11.3458 -10.1810
C -15.4975 11.5533 -9.3235
N -17.2340 8.3423 -10.9576
H -15.5381 9.7331 -13.5222
H -16.9470 8.7678 -13.3867
H -15.2644 8.1008 -13.0300
H -15.3407 9.0635 -10.8230
H -17.4405 10.7804 -11.9756
H -15.6776 11.2627 -11.9009
H -14.5184 11.3901 -9.7739
H -15.5442 10.7818 -8.5550
H -15.6038 12.4907 -8.7775
H -16.9228 7.3989 -11.1400
H -17.0592 8.3906 -9.9640
C -22.5346 7.5959 -14.5606
C -21.9643 8.3864 -13.3319
C -23.0934 9.1458 -12.5740
O -22.6291 9.5358 -11.2453
C -23.6783 10.1114 -10.5837
N -21.2075 7.3952 -12.5842
H -22.8487 8.2884 -15.3416
H -23.4391 7.0426 -14.3079
H -21.7947 6.9128 -14.9776
H -21.3169 9.2020 -13.6539
H -23.8974 8.4268 -12.4169
H -23.4639 9.9843 -13.1636
H -23.8810 11.1418 -10.8757
H -23.4842 10.1581 -9.5122
H -24.5866 9.5093 -10.6100
H -21.8675 6.7057 -12.2540
H -20.3674 6.9522 -12.9279
C -19.5790 7.4425 -7.7981
C -20.5498 7.5778 -8.9326
C -21.9008 6.8963 -8.6200
O -22.5425 6.8223 -9.8492
C -23.9404 6.4735 -9.7561
N -20.7932 9.0598 -9.0909
H -19.4490 6.3664 -7.6832
H -19.8761 7.7506 -6.7957
H -18.5644 7.7956 -7.9823
H -20.1073 7.2652 -9.8784
H -22.5419 7.4011 -7.8973
H -21.6380 5.9264 -8.1979
H -24.5216 6.5367 -10.6761
H -24.3425 7.3411 -9.2329
H -24.2539 5.5395 -9.2898
H -21.7090 9.1645 -9.5036
H -20.8923 9.4812 -8.1784
*
```

Calculated values
Total energy in Eh: -1232.24389
<S²>: 0.756
Largest force on an atom in eV/A: 3.42
Gap between HOMO and LUMO (spin up / spin down) in eV: 9.769 / 3.583
LUMO (spin up / spin down) in eV: -4.89 / -10.97
Highest occupied orbital energy (spin up / spin down) in eV: -14.655 / -14.549

Record 4
Molecular formula: C9H10N4O
Method: DFT, ωB97M-V/def2-TZVPD

```
! wB97M-V def2-TZVPD RIJCOSX def2/J DEFGRID3
* xyz 0 3
C -2.2571 2.7771 0.9568
C -2.6285 1.6752 0.2093
C -0.9127 2.7984 1.4226
C -1.7521 0.6776 -0.1277
C 0.0017 1.8028 1.1073
C -0.4268 0.6548 0.3198
C 2.2255 -1.2805 -1.0816
C 1.6129 -2.3535 -0.4856
C 0.3981 -1.8412 0.1589
N -0.5722 -2.5575 0.6666
N 0.4577 -0.3200 -0.0700
N 1.6674 -0.0658 -0.7587
N 2.1069 -3.6362 -0.3980
O 1.2425 0.7181 -1.8675
H -3.0032 3.6920 1.1329
H -3.7204 1.8361 -0.2127
H -0.4299 3.6424 1.8777
H -1.9373 -0.1479 -0.9741
H 0.9872 1.8493 1.4960
H 3.2074 -1.2651 -1.7314
H -1.2554 -1.9848 1.0964
H 2.6814 -3.9731 -1.1499
H 1.4915 -4.2435 -0.0020
H 0.8154 1.5452 -1.5851
*
```

Calculated values
Total energy in Eh: -642.95733
<S²>: 2.017
Largest force on an atom in eV/A: 6.50
Gap between HOMO and LUMO (spin up / spin down) in eV: 5.827 / 6.379
LUMO (spin up / spin down) in eV: 0.79 / -1.74
Highest occupied orbital energy (spin up / spin down) in eV: -5.037 / -8.115

- Number 1 is which compound?
  C22H15Cl3MnN6O3

- What is the formula in the fourth record?
  C9H10N4O